# 1
Density functional theory data (ωB97M-V/def2-TZVPD) for 2 unconnected molecules or ions with the total composition C2H5ClNO2S at a distorted geometry.

Geometry as XYZ:
```
12
Properties=species:S:1:pos:R:3:forces:R:3
Cl 1.196407 -2.791785 -1.162745 1.011 -0.625 0.386
S -2.213957 1.319566 0.625716 0.630 0.190 -0.276
O -2.061332 2.751364 0.306937 0.015 0.333 0.195
O -3.294293 0.658121 -0.090819 -0.829 -0.531 -0.144
N -0.872253 0.500992 0.387111 -1.040 -0.692 -0.605
C -0.297517 -2.109460 -1.521570 -0.033 0.192 -0.632
C 0.311301 1.214863 0.578465 2.410 1.904 -0.455
H 0.457769 1.415489 1.661578 0.266 0.431 -0.411
H 1.215408 0.622038 0.268859 -0.837 0.123 0.230
H -0.570030 -1.307746 -0.856391 -0.562 0.280 0.065
H 0.436571 2.230661 -0.049535 -0.561 -1.804 1.418
H -0.484988 -2.169876 -2.586787 -0.470 0.200 0.229
```
Forces are in eV/Å.

The value obtained for the energy is -1142.7394 Eh. As for the net charge: -1. The value obtained for the largest force on an atom is 3.1 eV/A. The value obtained for the HOMO-LUMO gap (alpha / beta) is 0.23909 / 0.27588 Ha. For the energy relative to the best compared isomer or geometry (same formula, charge and spin), the calculation gives 3.926 eV.

Atomic charges from the Löwdin analysis, expressed in e, are listed below: number 1, Cl, carries 0.487; number 2, S, carries 0.548; number 3, O, carries -0.488; number 4, O, carries -0.487; number 5, N, carries -0.364; number 6, C, carries -0.502; number 7, C, carries -0.332; number 8, H, carries 0.054; number 9, H, carries 0.052; number 10, H, carries -0.050; number 11, H, carries 0.093; number 12, H, carries -0.012

***

# 2
Density functional theory data (ωB97M-V/def2-TZVPD) for 2 unconnected molecules or ions with the total composition C3H9O2 at a distorted geometry.

Geometry as XYZ:
```
14
Properties=species:S:1:pos:R:3:forces:R:3
O 2.622255 0.059813 -0.645773 -0.330 -0.141 -0.236
O -1.524388 -0.096236 0.245946 -0.502 -0.150 -0.103
C -2.513441 -0.109414 -0.678648 0.255 0.304 0.143
C 1.221989 0.340498 -0.276899 1.332 0.069 0.706
C 1.085815 -0.033533 1.192494 -0.539 0.311 -0.419
H 1.402974 -1.077854 1.292310 -0.019 0.007 0.246
H 1.133296 1.412354 -0.437206 -0.306 0.042 0.026
H 1.689410 0.623824 1.821079 0.228 -0.105 -0.003
H 0.034534 0.045763 1.468950 -0.008 -0.138 0.003
H 0.504627 -0.186722 -0.892962 -0.015 -0.156 -0.010
H 2.873740 -0.683056 -0.084266 0.023 0.122 -0.216
H -3.323186 0.651046 -0.505839 -0.027 -0.059 -0.013
H -2.141110 0.132264 -1.710938 -0.132 -0.089 -0.129
H -3.066510 -1.078742 -0.788251 0.040 -0.019 0.004
```
Forces are in eV/Å.

The value obtained for the energy is -270.1386 Eh. As for the net charge: -1. The value obtained for the largest force on an atom is 1.5 eV/A. The value obtained for the HOMO-LUMO gap is 0.23360 Ha. For the energy relative to the best compared isomer or geometry (same formula, charge and spin), the calculation gives 1.283 eV.

Atomic charges from the Löwdin analysis, expressed in e, are listed below: number 1, O, carries -0.149; number 2, O, carries -0.423; number 3, C, carries -0.475; number 4, C, carries -0.288; number 5, C, carries -0.125; number 6, H, carries 0.066; number 7, H, carries 0.101; number 8, H, carries 0.062; number 9, H, carries 0.031; number 10, H, carries 0.085; number 11, H, carries 0.040; number 12, H, carries 0.024; number 13, H, carries 0.026; number 14, H, carries 0.024

***

Question: largest force on an atom of number 1 (C2H5ClNO2S)?
Answer: 3.1 eV/A

***

Question: Among the records above, which one has the highest energy relative to the best compared isomer or geometry (same formula, charge and spin)?
Answer: C2H5ClNO2S

***

Question: Which value of largest force on an atom does entry 1 give?
Answer: 3.1 eV/A